Entry 1:
This record from the Open Molecules 2025 dataset describes C24H24ClN6O13W as an isolated structure. The level of theory is wB97M-V/def2-TZVPD.

Its total charge is +1. As for the total energy: -75168.0760 eV. For the energy above the lowest of the compared OMol25 structures with the same formula, charge and spin, the calculation gives 0.0 kcal per mole.

Structure (XYZ):
```
69
Properties=species:S:1:pos:R:3:lowdin_charge:R:1
W 1.330 -0.715 -0.938 1.97
O -0.049 -4.102 -2.885 0.19
C 0.616 -3.201 -2.474 -0.38
N 0.155 -1.942 -2.012 -0.04
C -1.167 -1.540 -2.341 -0.39
O -2.074 -2.257 -2.634 0.19
C -1.257 -0.047 -2.326 -0.17
C -2.324 0.631 -2.856 0.05
C -2.253 2.021 -2.912 0.00
C -1.129 2.657 -2.428 0.00
C -0.109 1.905 -1.865 -0.08
N -0.176 0.578 -1.828 -0.03
C 2.117 -3.243 -2.440 -0.17
C 2.841 -4.292 -2.960 0.05
C 4.226 -4.222 -2.897 0.00
C 4.828 -3.111 -2.324 0.00
C 4.032 -2.097 -1.823 -0.07
N 2.703 -2.179 -1.887 -0.04
H -3.161 0.070 -3.248 0.14
H -3.065 2.592 -3.342 0.13
H -1.029 3.732 -2.465 0.13
H 0.784 2.358 -1.459 0.13
H 2.315 -5.125 -3.404 0.14
H 4.831 -5.022 -3.300 0.13
H 5.903 -3.020 -2.270 0.13
H 4.442 -1.200 -1.378 0.13
O -0.211 -0.501 0.347 -0.14
C -0.380 -0.795 1.562 -0.05
C 0.386 -1.729 2.269 -0.10
C 0.110 -1.985 3.630 0.09
C 0.772 -2.993 4.255 -0.12
C 1.696 -3.802 3.569 0.06
C 1.955 -3.582 2.244 0.05
C 1.323 -2.522 1.563 -0.26
O 1.605 -2.323 0.308 -0.16
N 0.501 -3.260 5.677 -0.35
O -0.321 -2.557 6.225 0.10
O 1.087 -4.191 6.183 0.10
H -1.208 -0.277 2.049 0.16
H -0.621 -1.395 4.167 0.14
H 2.190 -4.597 4.111 0.13
H 2.660 -4.195 1.700 0.13
C -0.206 4.493 1.391 -0.04
N -1.618 4.198 1.550 -0.14
C -2.491 5.359 1.473 -0.05
C -2.033 2.932 1.227 -0.49
O -1.293 2.155 0.614 0.01
N -3.289 2.562 1.634 -0.14
C -3.896 1.386 1.043 -0.04
C -3.931 3.061 2.837 -0.05
H 0.081 5.258 2.113 0.09
H 0.018 4.870 0.386 0.09
H 0.380 3.596 1.564 0.09
H -2.105 6.050 0.720 0.09
H -2.544 5.890 2.426 0.09
H -3.494 5.069 1.175 0.09
H -3.250 1.005 0.257 0.07
H -4.875 1.629 0.623 0.09
H -4.041 0.606 1.797 0.09
H -3.245 3.684 3.404 0.09
H -4.216 2.214 3.465 0.09
H -4.833 3.636 2.617 0.09
O 1.802 0.986 -0.091 -0.29
O 2.714 -0.073 0.178 -0.26
O 1.321 -0.780 -4.398 -0.26
Cl 2.296 0.173 -4.009 0.76
O 1.991 1.492 -4.399 -0.23
O 3.619 -0.212 -4.313 -0.24
O 2.265 0.236 -2.447 -0.50
```

***

Entry 2:
This record from the Open Molecules 2025 dataset describes one molecule with the formula C5H8INO5 in a non-equilibrium geometry. The level of theory is wB97M-V/def2-TZVPD.

Its total charge is 0. As for the total energy: -25137.3132 eV. The SMILES is O=NOCOC(=O)OCCCI.

Structure (XYZ):
```
20
Properties=species:S:1:pos:R:3:lowdin_charge:R:1
O -0.071 -2.808 0.549 0.06
N -1.223 -2.479 0.657 -0.01
O -1.698 -2.273 -0.618 -0.09
C -1.679 -0.818 -0.838 -0.13
O -2.199 -0.203 0.367 -0.01
C -1.918 1.190 0.416 -0.40
O -2.712 1.969 -0.180 0.11
O -0.852 1.794 1.119 0.01
C 0.348 0.975 1.135 -0.18
C 1.307 1.163 -0.144 -0.24
C 2.049 -0.275 -0.370 -0.65
I 4.166 -0.016 -0.920 0.68
H -2.234 -0.540 -1.792 0.17
H -0.577 -0.546 -0.975 0.11
H 0.963 1.329 2.049 0.15
H 0.124 -0.134 1.341 0.12
H 2.066 2.007 -0.050 0.09
H 0.639 1.401 -1.051 0.12
H 1.971 -0.934 0.561 0.05
H 1.530 -0.803 -1.257 0.05
```

***

Entry 3:
This record from the Open Molecules 2025 dataset describes one molecule with the formula C4H3N3O in a non-equilibrium geometry. The level of theory is wB97M-V/def2-TZVPD.

Its total charge is 0. As for the total energy: -10710.0841 eV. For the energy above the lowest of the compared OMol25 structures with the same formula, charge and spin, the calculation gives 82.2 kcal per mole. The SMILES is N#COn1ccnc1.

Structure (XYZ):
```
11
Properties=species:S:1:pos:R:3:lowdin_charge:R:1
C -3.200 0.054 0.020 -0.13
C 0.996 -0.381 -0.063 -0.14
C -0.293 -0.529 -0.477 -0.05
C 0.050 1.479 0.367 -0.14
N -3.946 -0.694 0.433 0.16
N 1.192 0.868 0.442 0.06
N -0.884 0.672 -0.192 -0.14
O -2.154 1.058 -0.505 0.03
H 1.803 -1.084 -0.098 0.10
H -0.839 -1.340 -0.911 0.12
H -0.151 2.488 0.651 0.13
```

***

Entry 4:
This record from the Open Molecules 2025 dataset describes one molecule with the formula C22H24FN5O3S in a non-equilibrium geometry. The level of theory is wB97M-V/def2-TZVPD.

Its total charge is 0. As for the total energy: -50350.3560 eV. For the energy above the lowest of the compared OMol25 structures with the same formula, charge and spin, the calculation gives 0.0 kcal per mole. The SMILES is COCCCn1c(=O)c2sccc2n2c(CCCC(=O)NCc3ccc(F)cc3)nnc12.

Structure (XYZ):
```
56
Properties=species:S:1:pos:R:3:lowdin_charge:R:1
C 2.681 -2.350 1.882 -0.11
O 3.268 -2.216 0.604 -0.22
C 3.905 -0.985 0.353 -0.22
C 2.938 0.189 0.135 -0.12
H 1.990 -0.216 -0.220 0.10
H 3.333 0.849 -0.638 0.12
C 2.685 1.014 1.400 -0.12
N 1.470 1.801 1.270 0.07
C 0.291 1.190 1.560 -0.27
N 0.122 -0.038 1.969 0.10
N -1.202 -0.208 2.168 0.09
C -1.827 0.894 1.885 -0.30
N -0.917 1.851 1.491 0.14
C -0.959 3.151 1.046 -0.20
C 0.245 3.744 0.709 -0.36
C 1.543 3.103 0.798 -0.43
O 2.605 3.622 0.523 0.07
S 0.026 5.365 0.170 1.11
C -1.667 5.234 0.410 -0.38
C -2.060 4.018 0.877 -0.10
H -3.083 3.764 1.081 0.10
H -2.296 6.074 0.191 0.07
C -3.299 1.060 1.931 -0.11
C -3.912 0.974 0.526 -0.18
H -3.509 1.765 -0.109 0.10
H -4.993 1.104 0.604 0.11
C -3.592 -0.365 -0.134 -0.10
C -2.138 -0.417 -0.587 -0.51
O -1.551 0.557 -1.023 0.06
N -1.581 -1.641 -0.528 0.07
H -2.053 -2.380 -0.031 0.15
C -0.197 -1.878 -0.871 -0.13
C -0.001 -3.143 -1.661 -0.20
C -0.992 -3.619 -2.511 -0.03
C -0.801 -4.779 -3.239 -0.01
C 0.399 -5.453 -3.110 -0.28
C 1.406 -4.997 -2.280 0.00
C 1.198 -3.838 -1.553 -0.02
H 1.975 -3.467 -0.901 0.10
H 2.331 -5.546 -2.207 0.12
F 0.592 -6.589 -3.817 0.05
H -1.563 -5.160 -3.901 0.12
H -1.919 -3.074 -2.608 0.11
H 0.409 -1.916 0.040 0.10
H 0.119 -1.013 -1.467 0.13
H -4.209 -0.483 -1.029 0.13
H -3.807 -1.189 0.547 0.12
H -3.555 2.012 2.400 0.11
H -3.693 0.252 2.551 0.12
H 3.504 1.718 1.566 0.13
H 2.559 0.371 2.272 0.11
H 4.474 -1.162 -0.563 0.12
H 4.610 -0.749 1.163 0.13
H 3.404 -2.109 2.669 0.09
H 2.395 -3.398 1.971 0.09
H 1.791 -1.723 1.999 0.05
```

***

Entry 5:
This record from the Open Molecules 2025 dataset describes C36H30CsN10O5S3 as an isolated structure in a non-equilibrium geometry. The level of theory is wB97M-V/def2-TZVPD.

Its total charge is -1. As for the total energy: -96012.6776 eV. For the energy above the lowest of the compared OMol25 structures with the same formula, charge and spin, the calculation gives 0.0 kcal per mole.

Structure (XYZ):
```
85
Properties=species:S:1:pos:R:3:lowdin_charge:R:1
Cs 2.023 -0.487 -0.223 0.89
N 2.317 1.415 4.809 0.02
C 1.718 1.485 3.579 -0.92
S 2.800 1.859 2.244 0.38
N 0.432 1.233 3.618 -0.04
N -0.148 1.095 2.412 0.05
C -1.401 1.347 2.391 -0.21
C -2.045 2.046 3.574 -0.19
C -1.646 3.338 3.900 -0.04
C -2.191 3.994 4.990 -0.09
C -3.151 3.370 5.771 -0.11
C -3.603 2.099 5.437 -0.10
C -3.063 1.462 4.329 -0.05
C -2.254 0.959 1.246 -0.23
C -3.609 1.341 1.153 -0.04
C -4.373 0.943 0.059 -0.08
C -3.767 0.166 -0.920 -0.07
C -2.433 -0.160 -0.738 -0.15
N -1.700 0.196 0.310 0.13
H 3.318 1.324 4.772 0.05
H 1.808 0.857 5.490 0.08
H -0.863 3.812 3.327 0.10
H -1.844 4.984 5.265 0.10
H -3.572 3.902 6.636 0.10
H -4.345 1.607 6.061 0.10
H -3.401 0.464 4.055 0.12
H -4.080 1.966 1.905 0.11
H -5.415 1.254 -0.021 0.10
H -4.311 -0.133 -1.812 0.10
H -1.897 -0.738 -1.472 0.08
O -2.936 -7.051 -2.619 0.06
N -2.834 -6.953 -1.403 -0.33
O -3.289 -7.822 -0.666 0.05
C -2.143 -5.789 -0.837 -0.07
C -2.148 -5.731 0.510 0.06
C -1.510 -4.669 1.220 -0.13
C -1.504 -4.611 2.629 -0.01
C -0.870 -3.550 3.230 -0.04
C -0.235 -2.593 2.426 -0.11
N -0.202 -2.648 1.110 0.11
C -0.848 -3.654 0.497 -0.14
C -0.864 -3.680 -0.958 -0.15
N -0.281 -2.670 -1.606 0.11
C -0.299 -2.642 -2.919 -0.11
C -0.860 -3.667 -3.691 -0.02
C -1.451 -4.731 -3.060 0.00
C -1.501 -4.756 -1.650 -0.05
H -2.616 -6.507 1.111 0.13
H -2.014 -5.372 3.215 0.12
H -0.852 -3.458 4.306 0.10
H 0.278 -1.748 2.884 0.11
H 0.182 -1.776 -3.366 0.11
H -0.837 -3.595 -4.768 0.11
H -1.892 -5.523 -3.631 0.09
C -2.072 4.063 -0.496 -0.08
N -0.661 3.874 -0.644 -0.16
C 0.313 4.618 0.174 -0.10
C 1.655 4.119 -0.362 -0.14
N 1.247 3.462 -1.606 0.03
C -0.084 3.315 -1.738 -0.84
S -0.894 2.509 -2.988 0.53
H -2.402 3.878 0.534 0.08
H -2.568 3.353 -1.163 0.04
H -2.375 5.081 -0.780 0.09
H 0.170 4.379 1.226 0.10
H 0.164 5.700 0.052 0.12
H 2.110 3.439 0.327 0.00
H 2.364 4.920 -0.576 0.12
H 1.939 3.000 -2.193 0.08
O 3.652 2.362 -2.721 0.03
C 3.772 1.184 -3.019 -0.55
N 2.854 0.216 -2.883 -0.20
S 3.426 -1.264 -3.155 0.53
O 2.572 -1.934 -4.100 -0.31
O 3.742 -2.056 -1.982 -0.45
C 4.946 -0.723 -3.844 -0.22
C 5.910 -1.421 -4.535 -0.03
C 6.953 -0.671 -5.059 -0.09
C 7.009 0.704 -4.913 -0.08
C 6.025 1.392 -4.216 0.00
C 5.010 0.644 -3.677 -0.14
H 5.832 -2.501 -4.649 0.12
H 7.744 -1.164 -5.617 0.10
H 7.817 1.243 -5.395 0.10
H 6.051 2.473 -4.113 0.12
```

***

Entry 6:
This record from the Open Molecules 2025 dataset describes an isolated ion of composition C5H6N and charge +1 in a non-equilibrium geometry. The level of theory is wB97M-V/def2-TZVPD.

Its total charge is +1. As for the total energy: -6761.3991 eV. For the energy above the lowest of the compared OMol25 structures with the same formula, charge and spin, the calculation gives 87.1 kcal per mole.

Structure (XYZ):
```
12
Properties=species:S:1:pos:R:3:lowdin_charge:R:1
C -0.901 0.280 0.033 -0.25
C -2.235 0.218 0.092 0.27
C 1.428 -0.215 -0.021 -0.03
C 1.092 1.410 0.004 0.01
C 0.093 -0.745 -0.011 0.14
N -0.166 1.548 0.066 0.10
H -2.875 -0.772 0.179 0.17
H -2.814 1.063 0.044 0.07
H 2.148 -0.793 -0.453 0.10
H 1.961 -0.291 0.963 0.19
H 1.706 2.190 0.138 0.09
H -0.168 -1.759 -0.077 0.13
```

***

Entry 7:
This record from the Open Molecules 2025 dataset describes one molecule with the formula C4H6O2. The level of theory is wB97M-V/def2-TZVPD.

Its total charge is 0. As for the total energy: -8339.5254 eV. For the energy above the lowest of the compared OMol25 structures with the same formula, charge and spin, the calculation gives 21.6 kcal per mole. The SMILES is CCC(=O)C=O.

Structure (XYZ):
```
12
Properties=species:S:1:pos:R:3:lowdin_charge:R:1
C 1.298 -1.138 0.247 -0.10
C 0.442 0.101 0.472 -0.18
C -0.575 0.281 -0.625 -0.36
O -0.522 -0.252 -1.712 0.11
C -1.765 1.204 -0.353 -0.17
O -1.816 1.955 0.587 0.08
H 0.668 -2.032 0.182 0.08
H 1.855 -1.057 -0.690 0.08
H 2.010 -1.276 1.065 0.07
H 1.055 1.014 0.502 0.13
H -0.080 0.080 1.436 0.12
H -2.571 1.119 -1.110 0.13
```

***

Entry 8:
This record from the Open Molecules 2025 dataset describes one molecule with the formula C9H7ClN4S in a non-equilibrium geometry. The level of theory is wB97M-V/def2-TZVPD.

Its total charge is 0. As for the total energy: -38762.6340 eV. The SMILES is Nc1cc(Cl)cnc1C(=S)n1ccnc1.

Structure (XYZ):
```
22
Properties=species:S:1:pos:R:3:lowdin_charge:R:1
C 3.014 0.164 -0.370 -0.02
C -4.061 -0.416 0.396 -0.14
C 1.664 -1.799 -0.630 -0.18
C -3.181 0.544 0.667 -0.10
C -2.228 -1.256 -0.108 -0.16
C 1.868 0.893 -0.003 -0.29
C 2.886 -1.189 -0.613 -0.70
C 0.678 0.140 0.049 -0.16
C -0.824 0.885 0.396 -0.57
N -3.456 -1.524 -0.101 0.07
N 0.589 -1.100 -0.285 0.07
N -1.922 0.058 0.350 -0.07
N 2.010 2.187 0.247 0.09
S -0.907 2.465 0.700 0.83
Cl 4.239 -2.173 -0.846 0.73
H 3.799 0.757 -0.634 0.09
H -5.094 -0.536 0.479 0.09
H 1.500 -2.923 -0.724 0.14
H -3.015 1.470 1.219 0.06
H -1.562 -1.999 -0.648 0.14
H 2.860 2.628 -0.044 0.10
H 1.142 2.725 0.503 -0.02
```